No. 1
{"formula": "C2HN3O2", "method": "the ωB97M-V functional and the def2-TZVPD basis", "orbital_gap_ev": 9.0, "e_tot_ev": -10651.4261, "symbols": ["C", "C", "H", "N", "N", "N", "O", "O"], "xyz": [[-1.1989, 0.2168, 0.4138], [0.9005, -0.7426, 0.0801], [1.6130, -1.4318, 0.3965], [-0.2146, -0.8362, 0.6944], [1.2155, 0.0825, -1.0207], [0.4892, 0.9528, -1.1285], [-2.1504, 0.5301, 0.9820], [-0.6543, 1.2284, -0.4176]], "atomic_forces_ev_per_a": [[4.7, 0.6, -0.6], [-1.7, -1.1, 0.3], [1.6, -1.0, 0.2], [-1.4, 1.3, -0.3], [4.1, -6.6, 3.0], [-4.2, 9.3, -4.7], [-2.9, -0.7, 1.4], [-0.2, -1.8, 0.7]], "nbo_charge": [0.833, 0.244, 0.195, -0.447, -0.191, 0.198, -0.480, -0.352]}



No. 2
{"formula": "C2HN3O2", "method": "the ωB97M-V functional and the def2-TZVPD basis", "orbital_gap_ev": 8.7, "e_tot_ev": -10650.3544, "symbols": ["C", "C", "N", "N", "N", "O", "O", "H"], "xyz": [[0.6946, 0.6261, -0.2962], [-0.5469, -0.0836, -0.7976], [1.1338, 0.2180, 0.8175], [1.3671, -0.2565, 1.7959], [-0.9031, -0.9941, 0.2278], [-1.9259, -0.7065, 0.8456], [-1.0228, -0.2150, -1.8864], [1.2031, 1.4117, -0.7067]], "atomic_forces_ev_per_a": [[-2.9, -0.7, -2.2], [2.5, 0.5, -0.2], [0.1, -0.8, 1.9], [0.8, -0.2, 1.0], [-3.2, -0.8, 2.3], [1.9, -0.5, -1.2], [-0.1, 0.8, -0.1], [1.0, 1.7, -1.4]], "nbo_charge": [-0.372, 0.589, 0.090, 0.084, 0.073, -0.219, -0.492, 0.247]}



No. 3
{"formula": "C2HN3O3", "method": "the ωB97M-V functional and the def2-TZVPD basis", "orbital_gap_ev": 10.0, "e_tot_ev": -12695.7067, "symbols": ["C", "C", "H", "N", "N", "N", "O", "O", "O"], "xyz": [[-0.1738, -0.1724, -0.2991], [0.8884, 0.8842, 0.2683], [0.9166, 1.9080, 0.4317], [-1.5606, -0.2343, -0.0202], [2.0422, 0.2706, 0.2225], [0.4515, -1.2786, -0.3850], [-2.1501, 0.8353, -0.4532], [-2.1469, -1.2264, 0.4819], [1.7327, -0.9865, -0.2468]], "atomic_forces_ev_per_a": [[2.5, 1.8, 3.8], [-0.4, -3.8, -2.2], [-0.7, 1.6, 0.5], [-4.8, 1.7, -1.3], [-2.9, 0.3, -0.6], [0.4, 0.4, -0.9], [1.5, -3.3, 1.7], [2.2, 2.9, -1.3], [2.2, -1.7, 0.4]], "nbo_charge": [0.182, -0.027, 0.240, 0.450, -0.052, -0.001, -0.361, -0.294, -0.137]}



No. 4
{"formula": "C2HNO", "method": "the ωB97M-V functional and the def2-TZVPD basis", "orbital_gap_ev": [10.9, 6.3], "e_tot_ev": -5619.6397, "symbols": ["C", "C", "N", "O", "H"], "xyz": [[-1.1588, 0.9947, -0.8109], [-0.4690, 0.9162, 0.1618], [1.4893, -1.0771, 1.5703], [1.9345, -1.5750, 0.6140], [-1.7960, 0.7412, -1.5352]], "atomic_forces_ev_per_a": [[1.4, 0.2, 1.8], [0.8, 0.1, 0.9], [1.1, -1.2, -2.8], [-1.2, 1.3, 2.7], [-2.1, -0.4, -2.5]], "nbo_charge": [-0.446, 0.163, 0.235, -0.171, 0.218]}



No. 5
{"formula": "C2HNO2", "method": "the ωB97M-V functional and the def2-TZVPD basis", "orbital_gap_ev": 11.8, "e_tot_ev": -7674.1154, "symbols": ["C", "C", "H", "N", "O", "O"], "xyz": [[-0.2591, 0.4629, 0.1583], [0.3606, -0.9256, -0.1278], [1.5745, 1.0799, 0.1698], [0.5855, -1.9381, -0.7174], [0.6687, 1.3758, 0.4491], [-1.4539, 0.5320, 0.1345]], "atomic_forces_ev_per_a": [[0.0, -2.2, 0.1], [0.1, -3.0, -2.9], [-1.2, 0.2, 0.4], [-0.6, 3.9, 2.7], [0.2, 0.2, -0.5], [1.5, 0.9, 0.2]], "nbo_charge": [0.749, 0.089, 0.514, -0.241, -0.640, -0.471]}



No. 6
{"formula": "C2HNO3", "method": "the ωB97M-V functional and the def2-TZVPD basis", "orbital_gap_ev": 11.3, "e_tot_ev": -9718.5180, "symbols": ["C", "C", "N", "O", "O", "O", "H"], "xyz": [[-2.1609, 0.3101, -0.7691], [1.6859, -0.9989, 1.3071], [-0.8896, 0.6319, -0.6648], [1.9048, -1.5386, 0.3085], [1.5509, -0.4764, 2.3064], [-1.9398, 1.5756, -1.1767], [-0.1513, 0.4963, -1.3114]], "atomic_forces_ev_per_a": [[-1.5, -0.1, -0.8], [0.8, -0.9, -1.4], [1.3, 1.1, 1.6], [-0.2, -0.2, -0.7], [-0.6, 1.1, 2.1], [-0.2, -0.5, 0.3], [0.4, -0.6, -1.1]], "nbo_charge": [0.393, 1.022, -0.426, -0.529, -0.493, -0.364, 0.397]}